(1)
The following is a quantum chemistry calculation of C17H28BN14O2Sn as an isolated structure, from the OMol25 dataset.

Geometry as XYZ:
```
63
Properties=species:S:1:pos:R:3:lowdin_charge:R:1
Sn -1.0140 0.2464 0.7036 1.5976
C 2.5783 0.6122 3.5373 0.0096
C 1.9646 0.6178 2.2831 -0.1424
N 0.6576 0.4247 2.4207 -0.0869
N 0.3991 0.3075 3.7401 -0.0100
C 1.5287 0.4089 4.4299 -0.0027
B -1.0303 0.2465 4.3049 -0.5077
N -1.7325 -0.9957 3.7504 -0.0156
C -2.2903 -1.9740 4.4461 -0.0090
C -2.8700 -2.8784 3.5560 0.0172
C -2.5978 -2.3357 2.2910 -0.1153
N -1.9132 -1.2125 2.4213 -0.0700
N -1.7713 1.4890 3.7908 -0.0095
C -2.2613 2.4988 4.4926 -0.0049
C -2.8146 3.4271 3.6084 0.0127
C -2.6015 2.8610 2.3433 -0.1240
N -1.9776 1.7039 2.4674 -0.0761
H 3.6159 0.7560 3.7523 0.1160
H 2.3959 0.7806 1.3110 0.1019
H 1.5510 0.3436 5.4982 0.1472
H -1.0051 0.2242 5.4767 0.1356
H -2.2509 -2.0122 5.5157 0.1462
H -3.3979 -3.7786 3.7926 0.1170
H -2.8684 -2.7325 1.3318 0.1129
H -2.2087 2.5460 5.5606 0.1476
H -3.2765 4.3601 3.8523 0.1163
H -2.8626 3.2543 1.3793 0.1100
N -2.7336 1.8660 -2.0205 0.0402
N -3.1439 0.9240 -2.9789 0.0064
C -2.8362 -0.3754 -2.8641 -0.3667
N -3.2883 -1.2326 -3.7611 0.2475
N -2.0292 -0.6936 -1.8324 0.0701
N -1.7091 -1.9376 -1.5441 -0.4301
O -2.1124 -2.8918 -2.1570 0.1370
O -0.9513 -2.0488 -0.5686 -0.1184
H -3.4774 2.0032 -1.3309 0.1025
H -2.5884 2.7596 -2.4919 0.1148
H -3.8313 1.1932 -3.6792 0.1787
H -3.8827 -0.9506 -4.5239 0.1493
H -3.0855 -2.2249 -3.6542 0.1221
C 2.8922 1.0873 -4.5463 -0.1186
C 1.8371 1.8534 -3.7532 -0.1379
N 1.3950 1.0601 -2.6265 0.1138
C 2.0887 0.0429 -2.0973 -0.3021
N 1.5760 -0.5135 -1.0068 0.1566
C 2.0303 -1.7498 -0.5430 -0.2080
C 3.0486 -2.4464 -1.4361 -0.1033
C 4.0222 -1.3911 -1.9509 -0.1005
N 3.2856 -0.3243 -2.6015 0.0088
C 3.9290 0.4762 -3.6137 -0.1038
H 3.3850 1.7435 -5.2627 0.1400
H 2.4050 0.2820 -5.1003 0.1321
H 0.9793 2.0886 -4.3888 0.1356
H 2.2372 2.8024 -3.3760 0.1410
H 0.4835 1.2337 -2.2187 0.1258
H 1.1187 -2.3614 -0.3857 0.1266
H 2.3769 -1.6077 0.4961 0.1464
H 2.5424 -2.9402 -2.2701 0.1354
H 3.5930 -3.2077 -0.8776 0.1396
H 4.7286 -1.8312 -2.6580 0.1476
H 4.6108 -0.9786 -1.1213 0.1515
H 4.6224 -0.1583 -4.1722 0.1482
H 4.5381 1.2594 -3.1428 0.1578
```

Summary:
Multiplicity: 1
Charge: +3
Relative energy (zero: lowest compared OMol25 entry of this formula, charge and spin) in kcal per mole: 54.1
HOMO-LUMO gap (spin up / spin down) in eV: 5.61 / 3.56
LUMO (spin up / spin down) in eV: -11.292 / -13.292

=====

(2)
The following is a quantum chemistry calculation of C17H28CdF2N7 as an isolated structure, from the OMol25 dataset.

Geometry as XYZ:
```
55
Properties=species:S:1:pos:R:3:lowdin_charge:R:1
Cd -0.3806 0.2079 -0.0210 1.3333
N 0.5795 -1.8724 -0.4136 -0.0436
C 0.1427 -2.5660 -1.6067 -0.2305
C -1.3822 -2.5718 -1.6990 -0.1753
N -1.9634 -1.2177 -1.6923 -0.2136
C -3.2967 -1.2318 -1.0710 -0.1951
C -3.2894 -1.4077 0.4436 -0.2479
N -2.4976 -0.3646 1.0824 -0.0390
C -1.9654 -0.5847 -3.0119 -0.1828
C -0.7289 0.2228 -3.4146 -0.2541
N -0.3763 1.1763 -2.3855 -0.0269
H 1.5738 -1.6907 -0.3671 0.0695
H 0.3498 -2.4046 0.4196 0.0712
H 0.4977 -3.5845 -1.6112 0.1164
H 0.5806 -2.0724 -2.4714 0.0989
H -1.7857 -3.1548 -0.8685 0.1113
H -1.7236 -3.1215 -2.5866 0.1293
H -3.9568 -1.9846 -1.5457 0.1376
H -3.7826 -0.2905 -1.3203 0.1177
H -2.8784 -2.3830 0.7491 0.1072
H -4.3278 -1.4226 0.7672 0.1174
H -2.4407 -0.4768 2.0811 0.0684
H -2.8850 0.5554 0.8654 0.0720
H -2.8165 0.1041 -3.0274 0.1204
H -2.1687 -1.3309 -3.8042 0.1317
H -0.9414 0.6722 -4.3994 0.1240
H 0.1252 -0.4067 -3.5977 0.0849
H -1.1071 1.8545 -2.2177 0.0676
H 0.4968 1.6563 -2.5791 0.0716
N 2.2703 1.5047 2.1288 0.1350
C 1.4720 0.6230 2.8576 -0.3012
C 1.4920 0.7430 4.2495 -0.0078
C 0.7269 -0.0698 5.0322 -0.0505
C -0.0564 -1.0476 4.4227 -0.0537
C 0.0226 -1.1351 3.0383 -0.1669
N 0.7656 -0.3264 2.2508 0.0464
C 2.7329 1.5500 0.8160 -0.2963
C 3.7697 2.4650 0.5037 -0.0018
C 4.2710 2.5251 -0.7607 -0.0538
C 3.7134 1.7174 -1.7549 -0.0529
C 2.7025 0.8628 -1.3723 -0.1699
N 2.1981 0.7808 -0.1248 0.0445
H 2.6264 2.2456 2.6866 0.1256
H 2.1354 1.5004 4.6784 0.1205
H 0.7151 0.0035 6.1125 0.1209
H -0.6584 -1.7348 4.9867 0.1052
H -0.5261 -1.9134 2.5220 0.0879
H 4.1978 3.0866 1.3053 0.1264
H 5.0547 3.2229 -0.9978 0.1161
H 4.0391 1.7486 -2.7876 0.1105
H 2.2582 0.1783 -2.0937 0.0932
F -2.0353 2.7136 -0.1253 -0.1477
C -0.7670 2.3912 0.4335 -0.4359
F 0.0732 3.3015 -0.1724 -0.0945
H -0.8454 2.7542 1.4682 0.0589
```

Summary:
Multiplicity: 1
Charge: +1
Relative energy (zero: lowest compared OMol25 entry of this formula, charge and spin) in kcal per mole: 0.0
HOMO-LUMO gap in eV: 8.44
LUMO in eV: -2.093

=====

(3)
The following is a quantum chemistry calculation of an isolated ion of composition C17H28F2N3O4SSi and charge +1, from the OMol25 dataset.

Geometry as XYZ:
```
56
Properties=species:S:1:pos:R:3:lowdin_charge:R:1
C -0.1894 4.2571 -0.5236 -0.0471
C 0.3205 4.1706 1.0182 -0.3509
O -0.4929 5.0392 1.8595 -0.0638
C 0.3243 2.6482 1.5342 -0.1228
O 1.3943 1.8430 0.9587 -0.1466
N 1.5508 0.7537 1.7606 0.0087
C 2.5774 -0.1445 1.1847 -0.1828
N 3.0260 0.0613 -0.1940 0.1653
C 2.4296 -0.9066 -1.1445 -0.3859
F 3.4674 -1.1862 -2.1153 0.0324
F 1.9302 -2.1026 -0.5410 0.0400
C 1.2034 -0.2951 -2.0131 -0.1088
C -0.1685 -0.1900 -1.1784 -0.2415
Si -1.4863 -1.5179 -1.5962 0.5489
C -1.3581 -2.9081 -0.2458 -0.2034
C -1.2806 -2.3588 -3.2996 -0.2088
C -3.2174 -0.7072 -1.3269 -0.2392
C -3.3873 0.0785 0.0236 -0.0936
C -4.7136 0.8033 0.4081 -0.0669
C -5.8864 0.6930 -0.6166 -0.0646
C -5.7730 -0.1074 -1.9609 -0.0481
C -4.4098 -0.8105 -2.3106 -0.0629
N 3.0593 -1.0786 2.0268 -0.3521
S 2.4279 -1.2011 3.6682 0.9274
C 4.1282 -2.0343 1.6072 -0.0705
C 5.3184 -2.1648 2.7115 -0.3876
O 5.7604 -3.3019 2.9577 0.1251
O 5.7903 -0.9431 3.2738 0.0400
H -1.3326 4.1437 -0.6102 0.0962
H 0.3177 3.3604 -1.0541 0.0749
H 0.1429 5.2255 -1.0231 0.0895
H 1.3860 4.6081 1.0788 0.1628
H -1.3829 4.6400 1.9996 0.1059
H 0.3953 2.6831 2.6874 0.1522
H -0.6804 2.1852 1.2274 0.1308
H 0.6763 0.2126 1.8839 0.1337
H 4.0578 0.1001 -0.2635 0.1593
H 1.5078 0.7262 -2.4631 0.1398
H 1.1110 -0.9998 -2.9210 0.1133
H 0.1162 -0.3549 -0.0655 0.0520
H -0.5560 0.8878 -1.2345 0.0840
H -1.2381 -2.3744 0.7590 0.0229
H -2.3978 -3.4144 -0.2127 0.0572
H -0.5320 -3.6678 -0.4733 0.0408
H -0.3501 -3.0419 -3.2243 0.0505
H -2.1687 -3.0801 -3.4527 0.0580
H -1.1092 -1.6533 -4.1792 0.0500
H -2.5323 0.1457 0.7894 0.0684
H -4.7667 1.3699 1.3940 0.0850
H -6.8653 1.2046 -0.3307 0.0872
H -6.6639 -0.1626 -2.6867 0.0954
H -4.2840 -1.4069 -3.2808 0.0891
H 1.3231 -2.0615 3.5164 -0.0470
H 3.6445 -3.0793 1.5491 0.1592
H 4.6180 -1.8005 0.6052 0.1475
H 5.2179 -0.7845 4.0595 0.1016
```

Summary:
SMILES: C[C@@H](O)CON/C(NC(F)(F)CC[Si](C)(C)c1ccccc1)=[N+](\S)CC(=O)O
Multiplicity: 1
Charge: +1
HOMO-LUMO gap in eV: 6.21
LUMO in eV: -4.781

=====

(4)
The following is a quantum chemistry calculation of C17H28FNO14Si2 as an isolated structure, from the OMol25 dataset.

Geometry as XYZ:
```
63
Properties=species:S:1:pos:R:3:lowdin_charge:R:1
O -4.0233 5.3754 -1.9881 -0.0283
C -3.0271 4.5559 -2.3573 -0.2726
O -1.6184 5.0505 -2.2279 -0.0147
C -3.2313 3.0210 -2.9069 -0.1849
C -4.7822 2.6296 -3.2882 -0.3110
Si -5.7766 2.2189 -1.6766 0.5650
O -5.9234 0.5030 -1.3297 -0.4585
Si -4.3816 -0.2356 -0.9229 0.6310
C -3.5533 0.4292 0.6818 -0.3479
O -4.1100 0.0321 1.8592 -0.0268
N -2.3820 1.3814 0.7745 0.0913
C -1.1816 0.9241 -0.0241 -0.2062
O -0.5424 1.6286 -0.9700 -0.0070
F -0.5922 -0.4265 0.2887 -0.0170
H -1.0469 4.2223 -2.4050 0.1036
H -2.5147 2.8424 -3.8435 0.1439
H -2.8149 2.3011 -2.0624 0.0724
H -4.7218 1.6427 -3.9455 0.0948
H -5.3218 3.4418 -3.9763 0.1125
H -7.1571 2.7151 -1.9120 -0.0258
H -5.2451 3.0287 -0.5890 -0.0227
H -3.4733 -0.0645 -2.0769 -0.0124
H -4.6376 -1.6866 -0.7318 -0.0077
H -2.6463 2.3748 0.5842 0.1446
C 3.3815 4.7595 -0.4400 -0.0163
C 2.7411 4.9289 -1.8030 -0.3518
C 2.3838 3.6305 -2.4613 -0.1152
O 2.4319 3.9635 -3.8376 0.0602
C 3.3337 4.9852 -3.9527 -0.5034
O 3.7891 5.3890 -5.0097 0.1341
O 3.6608 5.4905 -2.7258 0.0886
H 3.7801 5.7144 -0.0822 0.0892
H 2.6596 4.3813 0.2902 0.0905
H 4.2279 4.0654 -0.4852 0.0940
H 1.8775 5.6020 -1.7348 0.1597
H 1.3876 3.2776 -2.1805 0.1197
H 3.1109 2.8322 -2.2754 0.1474
C 1.1899 -1.8891 1.9531 -0.0201
C 2.7031 -1.8687 2.0309 -0.3493
C 3.2280 -1.7074 3.4256 -0.1111
O 4.4875 -1.0960 3.2082 0.0668
C 4.3744 -0.3915 2.0415 -0.5043
O 5.1882 0.4270 1.6469 0.1260
O 3.2259 -0.7224 1.3786 0.0867
H 0.8585 -1.8312 0.9112 0.0722
H 0.7844 -2.8003 2.4034 0.0872
H 0.7565 -1.0238 2.4668 0.0865
H 3.1197 -2.7565 1.5392 0.1296
H 3.3434 -2.6633 3.9440 0.1416
H 2.6227 -1.0362 4.0449 0.1395
C -0.7967 -7.1358 1.9342 -0.0202
C 0.7165 -7.1154 2.0120 -0.3511
C 1.2415 -6.9541 3.4068 -0.1140
O 2.5009 -6.3427 3.1893 0.0687
C 2.3878 -5.6382 2.0226 -0.4864
O 3.2016 -4.8197 1.6280 0.1263
O 1.2394 -5.9691 1.3598 0.0879
H -1.1281 -7.0779 0.8923 0.0901
H -1.2021 -8.0470 2.3846 0.0930
H -1.2300 -6.2705 2.4479 0.0903
H 1.1331 -8.0032 1.5204 0.1637
H 1.3569 -7.9100 3.9251 0.1457
H 0.6361 -6.2829 4.0261 0.1423
```

Summary:
Multiplicity: 1
Charge: 0
Relative energy (zero: lowest compared OMol25 entry of this formula, charge and spin) in kcal per mole: 145.3
HOMO-LUMO gap in eV: 8.56
LUMO in eV: -2.121